## i
17
Properties=species:S:1:pos:R:3 method="wB97M-V/def2-TZVPD" spin_multiplicity=1 homo_energy_ev=-5.8726 e_lumo_ev=-0.774
C 0.21832 -2.50191 -1.19016
C -1.05691 0.92251 1.79478
C 0.14061 -1.07182 -0.53755
N 0.07649 2.62298 0.78555
N -0.75542 1.54154 0.69118
S 1.60669 -0.85960 0.54213
S 0.06205 0.19490 -1.73529
H -0.17801 -3.22848 -0.49259
H 1.21790 -2.90435 -1.29173
H -0.28465 -2.53336 -2.20005
H -1.51727 -0.00406 1.79036
H -0.53451 1.31014 2.72581
H -0.25481 3.38639 0.23322
H 0.57800 2.67165 1.70296
H -0.70446 1.22943 -0.26006
H 2.60578 -0.66265 -0.37688
H -1.21981 -0.11331 -2.18169

## ii
17
Properties=species:S:1:pos:R:3 method="wB97M-V/def2-TZVPD" spin_multiplicity=1 homo_energy_ev=-7.9800 smiles=NC[C@@H](N)CSS e_lumo_ev=0.570
S 1.66206 1.85073 -0.31065
S 1.28221 0.07827 -1.46166
C 0.64778 -0.98079 -0.07417
C -0.76920 -0.58142 0.28999
C -1.62243 -1.70177 0.90578
N -3.00674 -1.23422 1.06564
N -0.79943 0.63750 1.15543
H 2.51732 2.31016 -1.25440
H 0.64836 -2.00961 -0.44574
H 1.34181 -0.97788 0.77081
H -1.25775 -0.48743 -0.69562
H -1.50874 -2.63527 0.34407
H -1.12482 -1.97251 1.85608
H -3.60280 -1.64489 0.37728
H -3.31646 -1.44188 2.00633
H -1.69178 1.10856 1.02638
H -1.03539 0.19085 2.04725

## iii
17
Properties=species:S:1:pos:R:3 method="wB97M-V/def2-TZVPD" spin_multiplicity=1 homo_energy_ev=-8.9493 smiles="[H]/N=C/NC.CSS" e_lumo_ev=0.496
C 0.39948 -0.87870 0.72069
N -1.02389 -1.13688 0.85889
C -1.47125 -1.86820 1.93096
N -2.54199 -2.54539 1.88928
H 0.55699 0.03885 0.15022
H 0.83222 -0.73402 1.71621
H 0.92715 -1.69291 0.22698
H -1.49190 -1.38858 -0.00007
H -0.82049 -1.74418 2.80700
H -2.74265 -2.94401 2.80203
C 1.90672 2.38082 -1.46479
S 0.24233 3.01588 -1.76493
S -0.85753 1.31428 -2.16787
H 1.93652 1.74651 -0.58112
H 2.51336 3.27015 -1.29884
H 2.28860 1.85121 -2.33137
H -0.65368 1.31515 -3.49327

Taking the most stable structure as the zero point, the relative energies in hartree are i 0.1912; ii 0.0087; iii 0.0000.